# C6H9NO

C6H9NO in the gas phase (ωB97M-V/def2-TZVPD, the OMol25 dataset).

```
17
Properties=species:S:1:pos:R:3
C 1.795 -1.365 0.366
C -1.456 0.215 0.428
C -0.775 1.524 0.769
C -0.458 -0.590 -0.339
C 3.142 -0.801 -0.060
C -2.702 0.286 -0.496
N 0.684 -0.863 0.103
O 0.261 1.533 1.378
H 1.961 -2.260 0.843
H -1.734 -0.155 1.379
H -1.067 2.491 0.376
H 3.885 -1.301 0.499
H 3.394 -0.942 -1.169
H 2.972 0.301 0.159
H -3.238 -0.576 -0.540
H -2.242 0.545 -1.494
H -3.456 1.087 -0.064
```

Values from the calculation:
Charge: 0
Gap between HOMO and LUMO (eV): 8.530